# C9H19NOS

2 unconnected molecules or ions with the total composition C9H19NOS in a non-equilibrium geometry (ωB97M-V/def2-TZVPD, the Open Molecules 2025 dataset).

```
31
Properties=species:S:1:pos:R:3:forces:R:3:mulliken_charge:R:1
C 1.012 1.663 1.483 0.57 1.61 0.89 -0.911
C -3.997 -1.300 0.527 -0.06 -0.52 0.20 -0.266
C -5.023 -0.964 1.603 2.34 0.91 -1.13 -0.664
C -3.515 -0.541 1.461 -1.58 -0.90 -1.22 0.196
C -2.562 0.395 2.026 0.41 0.89 -0.75 -0.702
C 3.397 0.405 -1.950 -0.98 1.38 3.42 -1.730
C 1.745 -1.582 -2.030 0.11 2.00 1.80 -1.667
C 0.852 0.789 -1.737 0.70 1.62 0.34 -1.744
C 2.063 -0.163 -1.413 -1.32 -0.74 0.94 1.467
N 2.198 -0.369 0.058 3.02 -3.39 -1.34 -0.344
O 1.376 -0.951 2.191 0.33 -0.79 0.44 -0.649
S 0.820 -0.132 1.087 -1.52 3.12 1.50 0.493
H 0.534 2.251 0.715 -0.25 -0.14 -0.62 0.299
H 0.622 2.177 2.416 -0.05 -1.55 -0.36 0.350
H -3.977 -1.947 -0.357 0.39 0.66 0.46 0.332
H 2.085 2.037 1.503 -0.91 -1.25 -0.39 0.355
H -5.712 -0.174 1.281 -0.43 -0.66 0.81 0.225
H -5.159 -1.746 2.325 -0.98 0.12 0.42 0.249
H -1.559 0.452 1.484 -1.39 -0.15 1.12 -0.120
H -2.537 0.285 3.086 0.94 -0.77 0.93 0.411
H -3.072 1.359 2.054 0.11 0.46 -0.75 0.356
H 3.681 1.281 -1.290 -0.51 -0.64 -0.83 0.314
H 4.231 -0.226 -1.831 0.76 -1.28 -0.14 0.410
H 3.273 0.740 -2.916 -0.08 0.63 -2.26 0.442
H 0.810 -1.949 -1.640 -0.77 0.20 -0.36 0.361
H 2.433 -2.260 -1.580 1.09 -0.65 -0.40 0.469
H 1.803 -1.451 -3.072 -0.07 -0.62 -1.40 0.465
H 0.854 1.881 -1.426 0.78 -1.28 0.25 0.302
H 0.880 0.919 -2.787 -0.03 -0.13 -1.48 0.531
H -0.167 0.508 -1.510 0.01 -0.88 0.30 0.445
H 2.613 -1.389 0.238 -0.58 2.74 -0.38 0.323
```
Forces are in eV/Å.

LUMO energy (alpha / beta) (eV): 0.7 / -2.3
Total energy (eV): -24004.5194
Multiplicity: 3
Kohn-Sham gap (alpha / beta) (Eh): 0.19479 / 0.24313